Record 1
Here is a gas-phase ion, C5H12NO2 (charge -1) from the Open Molecules 2025 dataset. Energies are from ωB97M-V with the def2-TZVPD basis set.

ORCA input file:
```
! wB97M-V def2-TZVPD RIJCOSX def2/J DEFGRID3
* xyz -1 1
C -2.42 0.04 -1.75
N -1.85 0.07 -0.26
C -0.29 -0.23 -0.23
C -0.04 -0.82 1.24
O -0.71 -1.95 1.28
C 0.46 1.16 -0.30
C 2.05 1.01 -0.44
O 2.81 0.59 0.66
H -1.98 0.79 -2.28
H -2.41 -0.87 -2.25
H -3.52 0.34 -1.61
H -2.24 -0.64 0.23
H -0.17 -0.94 -1.04
H 1.08 -1.02 1.33
H -0.51 -0.19 2.07
H 0.11 1.49 -1.29
H -0.10 1.72 0.47
H 2.19 0.18 -1.14
H 2.75 1.94 -0.77
H 2.36 0.71 1.49
*
```

Properties
E_HOMO ... -0.08236 Ha
HOMO-LUMO gap ... 6.07 eV
LUMO energy ... 3.8 eV
Electronic energy ... -10961.761 eV
Maximum force ... 6.4 eV Å⁻¹
Structure (SMILES) ... CN[C@H](C[O-])CCO

***

Record 2
Here is C20H23NO4 in the gas phase from the Open Molecules 2025 dataset. Energies are from ωB97M-V with the def2-TZVPD basis set.

ORCA input file:
```
! wB97M-V def2-TZVPD RIJCOSX def2/J DEFGRID3
* xyz 0 1
C -0.18 6.07 4.30
O 0.01 5.10 3.30
C 1.12 4.30 3.37
C 2.07 4.37 4.38
C 3.16 3.51 4.36
C 3.31 2.59 3.34
C 2.36 2.52 2.34
C 1.26 3.36 2.34
C 0.22 3.29 1.25
N 0.09 1.97 0.69
C 0.47 1.67 -0.58
O 0.88 2.52 -1.35
C 0.37 0.24 -0.96
C -0.57 -0.63 -0.41
C -0.63 -1.96 -0.82
C 0.25 -2.44 -1.78
O 0.31 -3.71 -2.24
C -0.65 -4.65 -1.81
C -2.03 -4.44 -2.45
C -3.19 -5.07 -1.65
C -4.13 -5.61 -2.74
C -3.42 -5.22 -4.05
O -2.06 -5.07 -3.72
C 1.18 -1.56 -2.34
C 1.23 -0.24 -1.94
H 0.64 6.80 4.32
H -0.29 5.62 5.29
H -1.10 6.59 4.03
H 1.98 5.08 5.18
H 3.90 3.58 5.15
H 4.17 1.93 3.33
H 2.48 1.81 1.54
H 0.51 3.94 0.42
H -0.74 3.63 1.64
H -0.12 1.22 1.33
H -1.28 -0.29 0.32
H -1.38 -2.60 -0.38
H -0.27 -5.62 -2.15
H -0.74 -4.66 -0.72
H -2.21 -3.36 -2.58
H -3.68 -4.34 -1.01
H -2.82 -5.88 -1.03
H -4.23 -6.69 -2.67
H -5.13 -5.17 -2.69
H -3.82 -4.27 -4.44
H -3.49 -5.98 -4.83
H 1.85 -1.94 -3.09
H 1.94 0.44 -2.38
*
```

Properties
E_HOMO ... -0.31248 Ha
HOMO-LUMO gap ... 9.21 eV
LUMO energy ... 0.7 eV
Electronic energy ... -30793.109 eV
Maximum force ... 0.6 eV Å⁻¹
Structure (SMILES) ... COc1ccccc1CNC(=O)c1ccc(OC[C@@H]2CCCO2)cc1

***

Record 3
Here is 4 unconnected molecules or ions with the total composition C12H32O4 from the Open Molecules 2025 dataset. Energies are from ωB97M-V with the def2-TZVPD basis set.

ORCA input file:
```
! wB97M-V def2-TZVPD RIJCOSX def2/J DEFGRID3
* xyz 0 1
C 5.97 2.06 23.50
C 5.79 3.41 22.85
C 7.15 4.03 22.54
O 5.00 3.15 21.71
H 6.76 1.99 24.25
H 6.33 1.37 22.74
H 5.12 1.52 23.93
H 5.28 4.03 23.58
H 7.09 4.85 21.83
H 7.84 3.32 22.09
H 7.44 4.60 23.43
H 4.46 2.40 21.96
C 5.89 4.34 27.92
C 4.68 5.28 27.74
C 4.14 5.49 26.36
O 3.59 4.82 28.49
H 6.30 4.41 28.92
H 6.58 4.69 27.15
H 5.48 3.35 27.72
H 5.00 6.29 28.03
H 3.18 5.99 26.26
H 3.87 4.54 25.89
H 4.89 5.99 25.74
H 3.35 4.01 28.02
C 9.53 5.73 26.23
C 8.85 6.67 27.29
C 9.60 7.75 28.11
O 7.81 7.35 26.60
H 10.00 6.30 25.43
H 8.78 5.17 25.66
H 10.18 5.07 26.81
H 8.41 6.10 28.11
H 9.07 7.84 29.05
H 9.61 8.76 27.69
H 10.63 7.54 28.42
H 8.25 7.56 25.78
C 10.36 5.08 21.07
C 10.24 5.84 19.77
C 8.86 5.68 19.16
O 10.21 7.26 19.99
H 10.45 4.03 20.81
H 9.59 5.24 21.82
H 11.30 5.38 21.55
H 11.04 5.56 19.09
H 8.61 6.30 18.30
H 8.14 5.79 19.97
H 8.65 4.67 18.80
H 10.07 7.63 19.12
*
```

Properties
E_HOMO ... -0.36870 Ha
HOMO-LUMO gap ... 10.67 eV
LUMO energy ... 0.6 eV
Electronic energy ... -21150.907 eV
Maximum force ... 2.2 eV Å⁻¹
Structure (SMILES) ... CC(C)O.CC(C)O.CC(C)O.CC(C)O

***

Record 4
Here is a molecular structure, C43H40Br2IrN10OPSe2 from the Open Molecules 2025 dataset. Energies are from ωB97M-V with the def2-TZVPD basis set.

ORCA input file:
```
! wB97M-V def2-TZVPD RIJCOSX def2/J DEFGRID3
* xyz 2 1
Ir -0.14 0.81 -0.10
Br 5.96 -1.66 0.68
C 4.19 -1.13 0.45
C 3.21 -1.52 1.35
C 1.93 -1.03 1.16
N 1.60 -0.24 0.14
C 2.52 0.03 -0.81
C 3.83 -0.38 -0.67
C 1.98 0.59 -2.07
C 2.75 0.81 -3.19
C 2.13 1.21 -4.36
Br 3.15 1.59 -5.88
C 0.75 1.30 -4.40
C 0.05 1.06 -3.24
N 0.64 0.75 -2.08
H 3.43 -2.15 2.19
H 1.14 -1.28 1.85
H 4.57 -0.14 -1.42
H 3.83 0.71 -3.15
H 0.22 1.55 -5.31
H -1.03 1.09 -3.24
C 0.91 5.82 2.48
N 1.12 4.74 1.53
C 2.27 4.66 0.66
C 1.97 3.39 -0.12
O 2.68 2.93 -0.97
N 0.75 2.88 0.30
C 0.32 3.71 1.30
N -0.85 3.51 1.90
H 1.24 6.76 2.04
H 1.46 5.65 3.40
H -0.15 5.92 2.71
H 3.20 4.55 1.22
H 2.35 5.51 -0.01
H -1.05 2.48 1.97
H -1.05 4.04 2.74
C -2.17 -4.10 1.04
N -2.81 -2.86 1.46
C -3.86 -2.82 2.35
C -4.24 -1.53 2.45
N -3.42 -0.80 1.61
C -3.59 0.63 1.37
C -2.53 -1.62 1.03
Se -1.18 -1.38 -0.28
H -2.91 -4.89 1.05
H -1.36 -4.36 1.72
H -1.78 -4.00 0.03
H -4.26 -3.70 2.82
H -5.03 -1.06 3.01
H -4.55 0.92 1.77
H -3.57 0.82 0.30
H -2.79 1.18 1.85
N -0.59 0.75 1.92
P -0.17 0.57 3.39
C -0.99 1.80 4.46
C -2.38 1.78 4.54
C -3.07 2.75 5.24
C -2.37 3.77 5.88
C -0.98 3.79 5.84
C -0.29 2.80 5.13
C 1.60 0.77 3.82
C 2.38 1.53 2.96
C 3.73 1.75 3.21
C 4.32 1.21 4.34
C 3.56 0.44 5.21
C 2.21 0.22 4.96
C -0.63 -0.99 4.23
C -0.82 -1.00 5.62
C -1.04 -2.19 6.30
C -1.05 -3.39 5.61
C -0.88 -3.39 4.23
C -0.69 -2.20 3.55
H -2.93 0.98 4.05
H -4.15 2.72 5.30
H -2.90 4.52 6.44
H -0.43 4.56 6.36
H 0.79 2.82 5.10
H 1.93 1.92 2.06
H 4.33 2.33 2.51
H 5.37 1.37 4.54
H 4.01 0.01 6.09
H 1.64 -0.39 5.64
H -0.83 -0.07 6.17
H -1.19 -2.17 7.37
H -1.19 -4.32 6.14
H -0.89 -4.33 3.69
H -0.58 -2.21 2.47
Se -1.41 3.82 -1.20
N -1.75 2.04 -1.03
C -2.83 1.79 -1.78
C -3.45 0.52 -2.03
C -4.55 0.46 -2.83
C -5.13 1.62 -3.44
C -4.57 2.84 -3.26
C -3.41 2.95 -2.44
N -2.79 4.09 -2.24
H -3.03 -0.38 -1.61
H -4.99 -0.50 -3.02
H -6.01 1.50 -4.06
H -4.97 3.74 -3.71
*
```

Properties
E_HOMO ... -0.46568 Ha
HOMO-LUMO gap ... 7.01 eV
LUMO energy ... -5.7 eV
Electronic energy ... -345084.369 eV
Maximum force ... 0.6 eV Å⁻¹

***

Record 5
Here is a gas-phase ion, C5H11N2 (charge +1) from the Open Molecules 2025 dataset. Energies are from ωB97M-V with the def2-TZVPD basis set.

ORCA input file:
```
! wB97M-V def2-TZVPD RIJCOSX def2/J DEFGRID3
* xyz 1 1
C 0.48 -0.49 1.54
C 2.53 0.60 2.75
C 0.39 0.31 -0.95
C -1.99 0.06 -1.63
C -0.54 0.23 -2.06
N 0.05 -0.19 0.23
N 1.41 -0.01 2.55
H -0.27 -1.25 2.03
H 3.21 0.59 3.70
H 2.97 1.15 1.85
H 1.19 1.04 -0.97
H -2.16 0.99 -1.01
H -2.00 -0.88 -0.95
H -2.77 0.07 -2.38
H -0.49 1.04 -2.74
H -0.32 -0.69 -2.59
H -0.81 -0.73 0.19
H 1.24 -0.59 3.38
*
```

Properties
E_HOMO ... -0.43121 Ha
HOMO-LUMO gap ... 7.22 eV
LUMO energy ... -4.5 eV
Electronic energy ... -8332.796 eV
Maximum force ... 4.1 eV Å⁻¹

***

Record 6
Here is a molecular structure, C17H41Be2Br3CaClF5NNbO10 from the Open Molecules 2025 dataset. Energies are from ωB97M-V with the def2-TZVPD basis set.

ORCA input file:
```
! wB97M-V def2-TZVPD RIJCOSX def2/J DEFGRID3
* xyz 2 1
O 1.03 -1.67 -3.09
C 1.94 -0.82 -2.86
O 2.27 -0.58 -1.70
C 2.67 -0.15 -3.96
C 2.03 1.10 -4.57
Nb 0.52 2.21 -3.35
C -1.14 0.69 -3.92
C -2.54 1.27 -3.55
C -3.52 0.12 -3.62
F -3.36 -0.65 -2.50
H 1.57 -0.98 -1.07
H 3.68 0.02 -3.62
H 2.78 -0.88 -4.76
H 2.85 1.80 -4.84
H 1.58 0.83 -5.52
H 0.04 3.14 -4.88
H -0.77 3.22 -2.44
H 0.85 1.37 -1.77
H 1.74 3.49 -2.88
H -1.05 0.49 -4.98
H -1.01 -0.25 -3.28
H -2.79 2.07 -4.24
H -2.44 1.61 -2.53
H -3.20 -0.52 -4.45
H -4.54 0.41 -3.78
Be -0.59 -1.90 -3.05
F -1.57 4.72 -3.90
C -0.38 -3.41 2.80
C -0.69 -3.51 1.31
O -1.48 -2.46 0.85
C -0.88 -1.23 0.49
O 0.08 -1.45 -0.40
C -0.46 -0.36 1.69
F -1.36 -0.45 2.69
F -0.42 0.92 1.34
F 0.74 -0.66 2.22
H -1.25 -3.06 3.36
H -0.06 -4.38 3.21
H 0.44 -2.71 2.99
H -1.28 -4.42 1.15
H 0.22 -3.65 0.72
H -1.76 -0.68 0.12
C -3.64 -5.14 -1.99
Br -2.31 -3.70 -2.11
Br -4.66 -5.31 -3.61
Br -2.83 -6.79 -1.46
H -4.32 -4.84 -1.21
N -0.59 -4.85 5.84
H -0.82 -5.05 6.82
H 0.29 -5.39 5.57
H -1.37 -5.15 5.24
H -0.43 -3.84 5.72
Be -1.18 -7.52 7.26
C 6.35 0.70 -6.72
C 5.82 1.64 -5.54
O 4.64 2.04 -5.90
H 6.43 1.25 -7.65
H 7.35 0.34 -6.44
H 5.71 -0.16 -6.87
H 6.59 2.40 -5.39
H 5.90 1.02 -4.62
C -2.34 3.09 7.03
C -1.24 3.99 6.49
O 0.04 3.40 6.52
C 0.20 2.22 5.76
C -0.06 2.41 4.28
H -2.10 2.75 8.04
H -3.29 3.63 7.05
H -2.48 2.21 6.40
H -1.18 4.88 7.12
H -1.48 4.34 5.48
H -0.42 1.42 6.17
H 1.24 1.91 5.90
H -1.10 2.67 4.08
H 0.16 1.49 3.74
H 0.56 3.21 3.87
O -0.65 4.56 1.56
Cl -0.79 4.50 0.13
O -1.86 3.61 -0.23
O 0.46 3.98 -0.42
O -1.03 5.81 -0.39
Ca 1.93 -6.41 5.03
*
```

Properties
E_HOMO ... -0.41820 Ha
HOMO-LUMO gap ... 1.04 eV
LUMO energy ... -10.3 eV
Electronic energy ... -297235.687 eV
Maximum force ... 3.8 eV Å⁻¹

***

Record 7
Here is 7 unconnected molecules or ions with the total composition C5H22NO7 from the Open Molecules 2025 dataset. Energies are from ωB97M-V with the def2-TZVPD basis set.

ORCA input file:
```
! wB97M-V def2-TZVPD RIJCOSX def2/J DEFGRID3
* xyz 0 2
C -2.17 1.23 -1.23
O -0.89 1.60 -1.61
C -2.24 -0.09 -0.39
C -0.89 -0.79 -0.39
C -0.14 -0.57 0.87
C 1.21 -0.80 1.02
N 1.86 -0.71 2.21
H -2.74 2.02 -0.73
H -2.66 1.02 -2.19
H -2.62 0.12 0.61
H -3.01 -0.74 -0.83
H -0.33 -0.57 -1.31
H -1.00 -1.89 -0.46
H -0.81 -0.25 1.65
H 1.86 -1.19 0.25
H 1.19 -0.46 2.93
H 2.59 0.01 2.18
H 2.17 1.04 -1.52
H 2.03 2.44 -1.93
O 2.53 1.66 -2.16
H 0.10 1.93 2.17
H 1.40 1.99 1.58
O 1.00 1.80 2.46
H 0.82 0.85 -3.48
H -0.68 0.86 -3.46
O 0.07 0.57 -4.01
H 0.91 -3.10 1.61
H 0.50 -3.66 0.32
O 0.23 -3.68 1.25
H -0.07 1.76 -0.98
H 0.61 3.05 -0.09
O 1.06 2.20 -0.16
H -2.37 -2.63 1.48
H -1.38 -3.37 2.23
O -2.02 -2.66 2.38
*
```

Properties
E_HOMO (spin up / spin down) ... -0.34359 / -0.33616 Ha
HOMO-LUMO gap (spin up / spin down) ... 8.77 / 5.13 eV
LUMO energy (spin up / spin down) ... -0.6 / -4.0 eV
Electronic energy ... -21360.463 eV
Maximum force ... 1.8 eV Å⁻¹

***

Record 8
Here is a molecular structure, C23H33F7NPbSi from the Open Molecules 2025 dataset. Energies are from ωB97M-V with the def2-TZVPD basis set.

ORCA input file:
```
! wB97M-V def2-TZVPD RIJCOSX def2/J DEFGRID3
* xyz 1 1
C -0.92 3.55 3.41
C -1.26 4.20 1.96
C -2.65 4.93 1.80
N -0.30 4.07 1.02
C -0.77 3.42 -0.18
C -1.56 2.05 0.12
C -3.13 2.32 -0.18
C -3.65 1.53 -1.49
C -3.99 0.00 -1.09
C -2.75 -0.97 -1.51
C -2.02 -1.61 -0.20
C -0.92 -2.73 -0.64
C 0.42 -2.62 0.24
Si 2.00 -3.23 -0.73
C 3.06 -1.78 -1.41
C 1.41 -4.28 -2.22
C 2.93 -4.40 0.47
C 2.88 -5.93 0.19
C 3.57 -6.96 1.14
C 4.32 -6.47 2.41
C 4.41 -4.94 2.71
C 3.71 -3.92 1.75
C 0.55 3.00 -0.99
F 0.27 2.40 -2.25
F 1.22 2.01 -0.18
C 1.61 4.17 -1.24
F 2.56 3.65 -2.19
F 2.39 4.49 -0.08
C 1.02 5.50 -1.90
F 0.14 6.24 -1.08
F 0.50 5.16 -3.16
F 2.14 6.36 -2.14
H -0.84 4.45 4.13
H 0.14 3.08 3.35
H -1.69 2.78 3.75
H -3.49 4.15 2.01
H -2.75 5.70 2.67
H -2.84 5.40 0.78
H -1.36 1.61 1.16
H -1.24 1.23 -0.63
H -3.83 2.09 0.69
H -3.27 3.45 -0.42
H -2.89 1.59 -2.35
H -4.64 1.99 -1.88
H -4.08 -0.01 0.06
H -4.95 -0.39 -1.58
H -1.99 -0.38 -2.14
H -3.16 -1.83 -2.17
H -1.58 -0.75 0.41
H -2.85 -2.13 0.41
H -0.76 -2.59 -1.76
H -1.42 -3.75 -0.46
H 0.53 -1.56 0.64
H 0.27 -3.32 1.16
H 3.53 -1.17 -0.57
H 2.34 -1.08 -1.97
H 3.81 -2.17 -2.18
H 0.72 -3.71 -2.93
H 0.85 -5.20 -1.82
H 2.35 -4.67 -2.76
H 2.34 -6.38 -0.72
H 3.52 -8.08 0.91
H 4.80 -7.25 3.09
H 4.98 -4.61 3.65
H 3.78 -2.80 1.99
Pb -1.54 7.11 3.13
*
```

Properties
E_HOMO ... -0.36695 Ha
HOMO-LUMO gap ... 4.09 eV
LUMO energy ... -5.9 eV
Electronic energy ... -58004.993 eV
Maximum force ... 7.4 eV Å⁻¹

***

Record 9
Here is 2 unconnected molecules or ions with the total composition C4H8O2 from the Open Molecules 2025 dataset. Energies are from ωB97M-V with the def2-TZVPD basis set.

ORCA input file:
```
! wB97M-V def2-TZVPD RIJCOSX def2/J DEFGRID3
* xyz 0 1
C -0.67 -0.93 0.77
C 0.26 -0.20 -0.17
C 1.29 -0.94 -0.79
O 0.62 1.12 0.11
C -0.27 2.07 0.49
O -1.44 1.95 0.68
H -0.94 -1.90 0.34
H -0.11 -1.11 1.70
H -1.57 -0.35 0.98
H -0.90 0.20 -1.27
H 2.08 -0.44 -1.33
H 0.05 -0.46 -1.44
H 1.29 -2.03 -0.73
H 0.29 3.02 0.60
*
```

Properties
E_HOMO ... -0.28031 Ha
HOMO-LUMO gap ... 8.27 eV
LUMO energy ... 0.6 eV
Electronic energy ... -8367.572 eV
Maximum force ... 0.4 eV Å⁻¹

***

Record 10
Here is 3 unconnected molecules or ions with the total composition C5H16O2 from the Open Molecules 2025 dataset. Energies are from ωB97M-V with the def2-TZVPD basis set.

ORCA input file:
```
! wB97M-V def2-TZVPD RIJCOSX def2/J DEFGRID3
* xyz 0 1
C -0.94 1.30 -3.64
C 0.03 0.74 -2.59
C -0.49 -0.53 -1.77
C 0.47 -0.89 -0.69
C -1.88 0.06 -1.33
H -1.79 1.84 -3.21
H -1.21 0.53 -4.30
H -0.33 2.22 -4.04
H 0.29 1.65 -2.03
H 1.01 0.66 -3.02
H -0.62 -1.36 -2.43
H -0.05 -1.75 -0.21
H 1.60 -1.08 -1.05
H 0.31 -0.07 0.00
H -2.53 -0.04 -2.24
H -2.40 -0.42 -0.50
H -1.91 1.12 -1.12
O 2.85 0.44 5.67
H 2.67 1.34 5.38
H 3.39 0.19 4.94
O -0.34 -1.30 2.85
H -0.62 -0.36 2.63
H -1.11 -1.69 3.20
*
```

Properties
E_HOMO ... -0.37970 Ha
HOMO-LUMO gap ... 11.00 eV
LUMO energy ... 0.7 eV
Electronic energy ... -9537.931 eV
Maximum force ... 4.1 eV Å⁻¹
Structure (SMILES) ... CCC(C)C.O.O

***

Record 11
Here is C3H4OS2 in the gas phase from the Open Molecules 2025 dataset. Energies are from ωB97M-V with the def2-TZVPD basis set.

ORCA input file:
```
! wB97M-V def2-TZVPD RIJCOSX def2/J DEFGRID3
* xyz 0 1
C 1.32 -0.43 0.59
C 0.27 -1.20 0.74
C -0.95 1.05 0.67
O -1.41 2.15 0.16
S 1.51 1.13 -0.05
S -1.26 -0.55 0.10
H 2.26 -1.07 0.71
H 0.31 -2.14 1.16
H -0.71 1.07 1.77
H -1.14 2.06 -0.80
*
```

Properties
E_HOMO ... -0.29245 Ha
HOMO-LUMO gap ... 7.31 eV
LUMO energy ... -0.7 eV
Electronic energy ... -26890.997 eV
Maximum force ... 4.0 eV Å⁻¹

***

Record 12
Here is 2 unconnected molecules or ions with the total composition C9H9ClN4 from the Open Molecules 2025 dataset. Energies are from ωB97M-V with the def2-TZVPD basis set.

ORCA input file:
```
! wB97M-V def2-TZVPD RIJCOSX def2/J DEFGRID3
* xyz 0 1
N 4.04 0.33 1.60
C 4.05 0.40 0.20
Cl 5.73 0.55 -0.23
N 3.07 0.61 -0.60
C 1.78 0.52 -0.60
C 0.98 -0.14 0.21
C -0.48 -0.18 -0.01
C -1.39 -1.11 0.58
C -2.65 -1.25 0.08
C -3.23 -0.39 -0.80
C -2.39 0.64 -1.27
C -1.05 0.66 -1.02
H 4.85 0.53 2.14
H 3.21 -0.08 2.08
H 1.38 0.92 -1.49
H 1.50 -0.50 1.06
H -1.04 -1.78 1.31
H -3.17 -2.11 0.39
H -4.28 -0.44 -1.02
H -2.75 1.40 -1.89
H -0.49 1.51 -1.51
N 4.31 -2.27 -1.37
N 4.26 -1.93 -0.32
*
```

Properties
E_HOMO (spin up / spin down) ... -0.28494 / -0.28494 Ha
HOMO-LUMO gap (spin up / spin down) ... 7.76 / 7.76 eV
LUMO energy (spin up / spin down) ... 0.0 / 0.0 eV
Electronic energy ... -27960.566 eV
Maximum force ... 7.5 eV Å⁻¹
Structure (SMILES) ... N/C(Cl)=N\C=C\c1ccccc1.N#N